A cluster of 14 separate species, C6H41N2O13 in total, computed with ωB97M-V/def2-TZVPD.

The geometry in XYZ format:
```
62
Properties=species:S:1:pos:R:3:lowdin_spin:R:1
C 2.88 -1.54 2.46 0.001
C 2.23 -1.00 1.19 0.009
C 2.58 -1.94 0.06 0.045
C 2.12 -1.44 -1.30 0.363
C 1.05 -0.65 -1.62 0.176
N 0.78 -0.03 -2.79 0.250
C 3.19 -1.89 -2.26 0.044
N 2.87 0.36 0.86 0.010
H 2.17 -1.29 3.26 0.000
H 3.86 -1.24 2.82 0.000
H 3.12 -2.64 2.44 0.000
H 1.22 -0.61 1.43 0.000
H 3.65 -2.16 0.13 0.002
H 1.93 -2.84 0.21 0.023
H 0.34 -0.45 -0.86 0.001
H -0.18 0.32 -2.83 0.005
H 1.08 -0.42 -3.70 0.006
H 3.64 -1.12 -2.87 0.010
H 4.08 -2.31 -1.82 0.001
H 2.82 -2.75 -2.82 0.018
H 3.82 0.39 1.22 0.000
H 2.17 0.99 1.27 0.000
H 2.90 0.59 -0.18 0.005
H 0.04 1.39 3.14 0.000
H 0.30 2.08 1.76 0.000
O 0.15 1.22 2.17 0.000
H -4.55 1.71 1.31 0.000
H -5.37 1.14 2.32 0.000
O -4.65 0.85 1.74 0.000
H -4.56 -1.34 2.66 0.000
H -4.32 -2.49 3.55 0.000
O -4.30 -2.27 2.61 0.000
H -1.40 -0.07 0.02 0.000
H -1.97 1.19 -0.71 0.000
O -1.35 0.89 -0.04 0.000
H -3.40 -2.19 0.13 0.000
H -4.28 -0.84 0.08 0.000
O -3.42 -1.24 -0.07 0.000
H -0.76 -0.47 -5.80 0.000
H 0.56 -1.07 -5.66 0.000
O -0.21 -0.88 -5.11 0.005
H 1.99 1.44 -2.64 0.003
H 1.82 2.82 -3.24 0.000
O 2.36 2.37 -2.58 0.011
H -3.40 0.26 2.90 0.000
H -2.09 -0.55 2.96 0.000
O -2.65 0.03 3.49 0.000
H -0.65 2.42 5.21 0.000
H -0.97 1.04 4.89 0.000
O -0.21 1.66 4.79 0.000
H 1.19 2.66 -0.98 0.000
H 0.10 1.85 -0.23 0.000
O 0.99 2.26 -0.13 0.001
H -0.72 -2.48 -1.57 0.001
H -2.08 -1.89 -1.25 0.000
O -1.20 -1.64 -1.50 0.007
H 3.70 2.32 -1.47 0.000
H 5.19 1.85 -1.04 0.000
O 4.28 2.00 -0.76 0.001
H -4.70 1.32 -2.07 0.000
H -3.82 0.19 -1.67 0.000
O -3.77 1.14 -1.88 0.000
```

## Properties
net charge	+2
⟨S²⟩	0.758
LUMO (spin up / spin down)	-0.20147 / -0.34725	Eh
2S+1	2
energy above the lowest of the compared OMol25 structures with the same formula, charge and spin	0.039	eV

=====

A cluster of 9 separate species, C5H30N2O10 in total, computed with ωB97M-V/def2-TZVPD.

The geometry in XYZ format:
```
47
Properties=species:S:1:pos:R:3:lowdin_charge:R:1
C 2.37 1.33 0.26 -0.035
N 0.95 0.74 0.16 0.002
C 0.19 0.69 -1.08 -0.588
O -0.16 -0.62 -1.29 -0.055
O 1.04 1.13 -2.19 -0.032
C -1.06 1.59 -1.25 -0.055
C -2.17 1.29 -0.20 -0.183
C -2.21 2.18 0.99 -0.277
N -1.27 1.79 2.06 -0.012
H 2.14 2.33 -0.05 0.054
H 3.01 0.71 -0.35 0.057
H 2.58 1.40 1.31 0.072
H 0.96 -0.21 0.51 0.080
H 0.02 -1.10 -2.18 0.060
H 1.93 0.78 -2.27 0.108
H -0.74 2.63 -1.03 0.116
H -1.42 1.38 -2.30 0.148
H -3.17 1.19 -0.56 0.100
H -1.99 0.25 0.15 0.094
H -3.19 2.25 1.54 0.111
H -2.08 3.25 0.79 0.111
H -0.44 2.37 2.12 0.056
H -1.02 0.82 2.09 0.037
O -0.03 1.24 4.53 -0.057
H 0.75 1.10 4.00 0.050
H -0.52 2.03 4.27 0.045
O -0.82 -4.29 -2.04 -0.091
H -0.25 -4.10 -1.25 -0.013
H -1.70 -4.23 -1.64 0.025
O 0.03 -1.71 -3.55 0.018
H 0.94 -1.47 -3.73 0.078
H -0.21 -2.61 -3.35 0.047
O 1.52 3.80 -2.42 -0.082
H 1.33 2.85 -2.21 -0.017
H 1.68 4.11 -1.53 0.019
O -0.59 -1.17 3.69 -0.093
H -0.49 -0.37 4.26 -0.011
H -0.34 -1.92 4.23 0.022
O 3.18 -1.74 -0.08 -0.045
H 2.71 -2.53 -0.33 0.014
H 3.38 -1.71 0.85 0.043
O 0.76 -3.51 -0.07 -0.042
H 0.55 -2.56 -0.14 0.041
H 0.62 -3.62 0.89 0.093
O -2.25 -2.25 -0.40 -0.062
H -1.53 -1.61 -0.31 0.003
H -3.00 -1.89 -0.88 0.045
```

## Properties
net charge	0
LUMO	-0.00088	Eh
energy above the lowest of the compared OMol25 structures with the same formula, charge and spin	3.154	eV

=====

A structure of composition C4H14N4, computed with ωB97M-V/def2-TZVPD.

The geometry in XYZ format:
```
22
Properties=species:S:1:pos:R:3:lowdin_charge:R:1
C -1.38 -1.00 1.03 0.068
C 1.43 -0.09 1.68 -0.080
N 0.46 -0.39 0.63 -0.094
H 0.73 -1.22 0.11 0.117
H 1.62 -0.98 2.28 0.081
H -2.07 -0.19 1.23 0.031
H -1.82 -1.77 0.41 0.025
H -0.98 -1.42 1.95 0.033
H 2.37 0.27 1.24 0.079
H 1.03 0.69 2.33 0.078
C 0.14 0.66 -0.42 -0.665
N -0.26 1.92 0.15 0.096
N 1.42 0.91 -1.12 0.073
N -0.57 -1.15 -1.90 -0.037
C -0.99 0.02 -1.16 -0.262
H 1.62 0.10 -1.71 0.061
H 0.44 2.33 0.75 0.072
H -1.15 1.85 0.62 0.071
H 1.26 1.69 -1.75 0.073
H -0.53 -1.01 -2.91 0.058
H -1.16 -1.95 -1.74 0.043
H -1.60 0.74 -1.70 0.076
```

## Properties
net charge	0
LUMO (spin up / spin down)	0.03097 / 0.03097	Eh
energy above the lowest of the compared OMol25 structures with the same formula, charge and spin	4.721	eV

=====

A structure of composition C40H28F7N8O5OsSSe, computed with ωB97M-V/def2-TZVPD.

The geometry in XYZ format:
```
91
Properties=species:S:1:pos:R:3:lowdin_spin:R:1
Os -0.20 1.88 0.07 1.245
Se 4.90 1.33 5.66 -0.001
N 3.14 1.22 5.63 -0.001
C 2.76 1.49 4.40 0.000
C 1.38 1.49 3.97 -0.001
C 0.28 1.32 4.82 0.011
C -0.99 1.38 4.29 -0.001
C -1.16 1.57 2.92 0.010
N -0.12 1.71 2.11 -0.004
C 1.13 1.71 2.62 0.008
C 2.19 2.03 1.67 0.005
N 1.80 2.28 0.39 -0.008
C 2.73 2.64 -0.48 0.003
C 4.08 2.74 -0.14 0.000
C 4.48 2.46 1.14 0.006
C 3.52 2.09 2.07 0.000
C 3.82 1.78 3.46 0.000
N 5.03 1.75 3.95 0.000
H 0.45 1.17 5.88 0.001
H -1.86 1.28 4.92 0.000
H -2.14 1.60 2.47 0.000
H 2.40 2.85 -1.47 0.000
H 4.78 3.05 -0.90 0.000
H 5.52 2.53 1.45 0.000
F 0.08 3.80 -7.66 0.012
C -0.12 3.44 -6.40 0.034
C -1.39 3.20 -5.94 -0.006
F -2.43 3.33 -6.75 -0.005
C -1.59 2.81 -4.63 0.030
F -2.83 2.57 -4.23 0.008
C -0.52 2.64 -3.74 0.020
S -0.98 1.98 -2.17 0.266
C 0.75 2.90 -4.24 0.029
F 1.82 2.73 -3.49 0.007
C 0.96 3.29 -5.55 -0.005
F 2.19 3.51 -5.99 -0.004
F -1.28 -1.11 -4.78 0.126
C -0.84 -1.21 -3.56 0.351
C -1.83 -1.27 -2.59 0.055
N -1.59 -1.60 -1.34 0.274
C -2.58 -1.28 -0.33 0.032
C -3.01 0.22 -0.20 0.018
O -4.19 0.45 -0.32 0.008
O -2.09 1.04 0.17 0.046
C 0.81 -1.19 -0.94 0.035
O 1.88 -1.67 -0.16 0.023
N 1.25 -0.85 -2.25 0.007
C 0.65 -1.01 -3.47 0.032
O 1.26 -0.87 -4.51 0.077
H -2.85 -1.04 -2.86 0.003
H -2.22 -1.60 0.64 0.002
H -3.51 -1.82 -0.56 0.012
H 2.24 -0.69 -2.34 0.000
F -1.28 7.94 1.04 0.012
C -1.04 6.65 0.81 0.035
C -0.13 5.98 1.61 -0.004
C 0.10 4.64 1.36 0.031
C -0.54 3.93 0.34 0.009
C -1.44 4.66 -0.45 0.045
C -1.70 6.01 -0.22 -0.005
H 0.37 6.51 2.41 -0.001
H 0.82 4.15 2.01 0.002
H -1.99 4.19 -1.25 0.007
H -2.40 6.56 -0.84 0.000
C -1.93 -5.89 2.70 0.001
C -2.25 -5.25 1.35 0.004
N -1.27 -5.58 0.32 0.011
C -1.23 -6.97 -0.15 0.002
C 0.03 -7.71 0.28 0.001
C -0.56 -4.68 -0.39 0.030
O 0.05 -4.98 -1.41 0.064
C -0.41 -3.26 0.09 0.355
C -0.10 -2.96 1.42 0.013
C 0.59 -1.86 1.87 0.341
C 1.31 -0.93 0.95 0.044
N 0.45 -0.17 0.04 0.149
C -0.31 -2.27 -1.05 0.064
H -2.73 -5.67 3.42 0.000
H -0.99 -5.52 3.10 0.000
H -1.86 -6.97 2.61 0.000
H -2.31 -4.17 1.45 0.002
H -3.23 -5.60 1.01 0.001
H -1.28 -6.96 -1.24 0.001
H -2.12 -7.47 0.24 0.000
H 0.91 -7.19 -0.09 0.000
H 0.03 -8.71 -0.14 0.000
H 0.10 -7.79 1.37 0.000
H -0.36 -3.70 2.17 -0.003
H 0.73 -1.73 2.94 0.019
H 2.07 -0.36 1.50 0.004
H -0.08 -2.88 -1.91 0.006
```

## Properties
net charge	+1
⟨S²⟩	6.080
LUMO (spin up / spin down)	-0.14467 / -0.21081	Eh
2S+1	5
energy above the lowest of the compared OMol25 structures with the same formula, charge and spin	0.360	eV

=====

Going through the records in order, we get E values of -36469.437, -29126.119, -10331.083, -161753.851 eV.